Entry 1:
C9H12N3 | wB97M-V/def2-TZVPD

Output
- energy above the lowest of the compared OMol25 structures with the same formula, charge and spin (kcal/mol) = 64.4
- charge = +1
- SMILES = C/[NH+]=C/C=C\C=C\n1ccnc1
- HOMO (eV) = -12.346
- strongest force on any atom (eV Å⁻¹) = 4.28
- HOMO-LUMO gap (eV) = 7.0

```
24
C9H12N3, DFT wB97M-V/def2-TZVPD
C 3.22 -1.96 0.33
N 2.30 -0.76 0.29
C 2.67 0.34 -0.35
C 2.18 1.60 -0.37
C 0.93 2.06 0.15
C -0.37 1.46 0.42
C -0.99 0.42 -0.30
N -2.29 0.18 -0.25
C -2.90 -1.04 -0.75
C -4.16 -1.10 -0.21
N -4.36 -0.02 0.55
C -3.32 0.73 0.53
H 2.73 -2.93 0.33
H 3.78 -1.88 -0.56
H 3.75 -1.87 1.23
H 1.62 -0.92 1.02
H 3.57 0.14 -0.93
H 2.89 2.45 -0.56
H 0.88 3.09 0.37
H -1.01 2.14 0.97
H -0.54 -0.21 -1.12
H -2.40 -1.72 -1.43
H -4.92 -1.86 -0.33
H -3.26 1.65 0.98
```


Entry 2:
C9H12N3 | wB97M-V/def2-TZVPD

Output
- energy above the lowest of the compared OMol25 structures with the same formula, charge and spin (kcal/mol) = 0.0
- charge = +1
- HOMO (spin up / spin down) (eV) = -9.274 / -12.825
- spin multiplicity = 3
- strongest force on any atom (eV Å⁻¹) = 3.90
- HOMO-LUMO gap (spin up / spin down) (eV) = 6.9 / 6.3

```
24
C9H12N3, DFT wB97M-V/def2-TZVPD
C -1.39 2.39 0.18
C -2.32 1.30 0.06
C -0.02 2.12 -0.08
C 0.37 0.79 -0.17
C -1.92 -0.01 -0.16
C 0.16 -1.46 0.05
C -0.24 -2.62 0.53
C 1.60 -1.16 -0.32
C 2.85 1.03 0.08
N -0.53 -0.23 -0.19
N 1.61 0.29 -0.23
N -2.65 -1.09 -0.37
H -1.83 3.36 0.51
H -3.41 1.44 0.10
H 0.74 2.87 -0.34
H -1.27 -2.91 0.90
H 0.53 -3.42 0.69
H 2.40 -1.48 0.31
H 1.74 -1.59 -1.28
H 3.42 1.67 -0.62
H 2.60 1.57 1.00
H 3.51 0.20 0.43
H -3.67 -0.98 -0.57
H -2.28 -2.08 -0.53
```


Entry 3:
C9H12NNiOS9 | wB97M-V/def2-TZVPD

Output
- energy above the lowest of the compared OMol25 structures with the same formula, charge and spin (kcal/mol) = 14.7
- charge = -1
- HOMO (spin up / spin down) (eV) = -4.337 / -4.382
- spin multiplicity = 3
- strongest force on any atom (eV Å⁻¹) = 0.85
- HOMO-LUMO gap (spin up / spin down) (eV) = 6.6 / 6.5

```
33
C9H12NNiOS9, DFT wB97M-V/def2-TZVPD
Ni -0.26 2.77 0.10
S -4.54 4.82 5.34
C -3.53 4.35 4.12
S -2.01 3.58 4.37
C -1.55 3.37 2.70
C -2.44 3.83 1.79
S -2.23 3.74 0.06
S -3.90 4.54 2.45
S -0.02 2.61 2.34
C -0.90 -3.40 -0.73
C -0.61 -2.63 0.55
S -0.40 -0.85 0.32
C 1.31 -0.58 0.85
C 2.40 -1.20 -0.01
S 2.55 -0.40 -1.63
C 2.17 -1.74 -2.79
C 0.73 -2.25 -2.79
S 0.54 -3.75 -1.78
H -1.65 -2.88 -1.33
H -1.30 -4.38 -0.48
H 0.28 -3.04 1.04
H -1.44 -2.78 1.24
H 1.42 -0.90 1.89
H 1.40 0.52 0.85
H 2.23 -2.26 -0.15
H 3.35 -1.08 0.51
H 2.87 -2.57 -2.66
H 2.40 -1.29 -3.76
H 0.42 -2.49 -3.81
H 0.07 -1.48 -2.40
S 0.58 2.32 -3.33
O 1.52 2.68 -1.04
N 0.51 2.80 -1.81
```


Entry 4:
C9H12NReS4SbSe4Si | wB97M-V/def2-TZVPD

Output
- energy above the lowest of the compared OMol25 structures with the same formula, charge and spin (kcal/mol) = 0.0
- charge = +1
- HOMO (eV) = -11.440
- strongest force on any atom (eV Å⁻¹) = 0.79
- HOMO-LUMO gap (eV) = 5.9

```
33
C9H12NReS4SbSe4Si, DFT wB97M-V/def2-TZVPD
Re 0.02 -0.09 0.32
S 1.17 -2.14 4.09
C 0.43 -1.49 2.85
S -0.13 0.16 2.59
S 0.34 -2.33 1.21
C 5.30 4.07 -1.27
Si 4.14 3.65 0.12
C 2.73 4.86 0.15
C 5.02 3.59 1.75
C 3.54 1.87 -0.24
C 4.46 0.92 -0.66
C 4.12 -0.41 -0.96
C 2.82 -0.79 -0.84
N 1.89 0.12 -0.46
C 2.22 1.40 -0.17
S 0.77 2.22 0.35
H 5.66 5.09 -1.15
H 4.80 4.01 -2.24
H 6.18 3.43 -1.30
H 3.15 5.87 0.22
H 2.08 4.72 1.02
H 2.12 4.82 -0.75
H 5.43 4.57 2.00
H 5.85 2.87 1.73
H 4.34 3.29 2.56
H 5.50 1.22 -0.77
H 4.87 -1.12 -1.28
H 2.47 -1.79 -1.05
Se -3.14 2.59 1.12
Sb -4.14 0.53 0.90
Se -1.20 0.55 -1.60
Se -1.69 -1.91 0.48
Se -3.34 -0.34 -1.47
```


Entry 5:
C9H12O6 | wB97M-V/def2-TZVPD

Output
- energy above the lowest of the compared OMol25 structures with the same formula, charge and spin (kcal/mol) = 27.5
- SMILES = CC1(C)OC[C@@H](c2oc(O)c(O)c2O)O1
- HOMO (eV) = -7.513
- strongest force on any atom (eV Å⁻¹) = 5.65
- HOMO-LUMO gap (eV) = 8.1

```
27
C9H12O6, DFT wB97M-V/def2-TZVPD
C 1.55 2.83 -0.53
C 0.62 2.07 0.33
C -0.42 3.07 0.98
O 1.34 1.51 1.50
C 1.36 0.05 1.16
C 0.80 -0.12 -0.17
C 0.04 -1.40 -0.48
O 0.65 -2.52 -0.65
C -0.35 -3.45 -0.72
O -0.01 -4.77 -0.79
C -1.58 -2.90 -0.71
O -2.68 -3.60 -0.57
C -1.33 -1.51 -0.44
O -2.18 -0.48 -0.14
O -0.05 0.99 -0.41
H 2.52 2.36 -0.48
H 1.22 2.90 -1.58
H 1.70 3.79 -0.16
H -1.07 2.71 1.85
H 0.13 3.94 1.33
H -1.13 3.41 0.22
H 2.39 -0.34 1.11
H 0.80 -0.43 1.97
H 1.49 -0.11 -1.06
H -0.77 -5.25 -1.07
H -3.38 -3.12 -0.14
H -1.66 0.37 -0.33
```


Entry 6:
C9H12P2 | wB97M-V/def2-TZVPD

Output
- energy above the lowest of the compared OMol25 structures with the same formula, charge and spin (kcal/mol) = 53.6
- HOMO (spin up / spin down) (eV) = -8.881 / -7.949
- strongest force on any atom (eV Å⁻¹) = 5.22
- HOMO-LUMO gap (spin up / spin down) (eV) = 8.1 / 7.7

```
23
C9H12P2, DFT wB97M-V/def2-TZVPD
C -3.18 0.34 0.03
C -3.79 -0.76 -0.52
C -1.96 0.32 0.67
C -3.09 -1.94 -0.45
C -1.23 -0.84 0.75
C -1.88 -1.90 0.16
C 1.61 -0.44 -0.08
C 0.86 0.25 -1.25
C 2.56 0.52 0.48
P 0.50 -0.92 1.46
P 2.41 -2.04 -0.41
H -3.66 1.27 0.20
H -4.75 -0.77 -0.93
H -1.80 1.19 1.28
H -3.59 -2.95 -0.78
H 0.12 -0.24 -2.00
H 1.52 0.69 -2.02
H 0.11 1.05 -0.78
H 2.98 0.27 1.56
H 2.07 1.60 0.50
H 3.51 0.72 0.00
H 0.42 0.34 2.05
H 3.16 -2.36 0.69
```


- Look up the strongest force on any atom of the fourth one.
  0.79 eV Å⁻¹